An isolated ion of composition CH3O3S and charge -1. Source: the OMol25 dataset; level of theory: ωB97M-V/def2-TZVPD.

```
8
Properties=species:S:1:pos:R:3:nbo_charge:R:1
C -0.681 0.279 0.478 0.37
O 1.951 -0.656 0.233 -1.05
O -0.534 -1.017 -0.004 -0.73
O -1.468 1.218 0.044 -0.83
S 1.254 0.615 -0.095 0.74
H -0.452 0.209 1.574 0.09
H -0.660 -0.933 -0.966 0.45
H 0.592 0.285 -1.263 -0.04
```

The value obtained for the total energy is -663.7762 a.u. The HOMO energy is -2.757 eV. For the LUMO energy, the calculation gives 0.1470 hartree. Its charge is -1. The value obtained for the max |F| is 2.92 eV/Å. For the energy above the lowest of the compared OMol25 structures with the same formula, charge and spin, the calculation gives 2.590 eV.

***

An isolated ion of composition CH3O3S2 and charge -1. Source: the OMol25 dataset; level of theory: ωB97M-V/def2-TZVPD.

```
9
Properties=species:S:1:pos:R:3:nbo_charge:R:1
C 0.143 0.167 0.718 -0.86
S 1.737 0.945 -0.086 1.88
O 2.097 2.082 0.690 -1.01
O 1.572 1.262 -1.455 -0.98
S 3.424 -0.337 0.312 0.33
O 3.480 -1.562 -0.659 -1.03
H -0.189 -0.723 0.098 0.22
H -0.728 0.842 0.716 0.21
H 0.497 -0.239 1.702 0.23
```

The value obtained for the total energy is -1061.9954 a.u. The HOMO energy is -2.880 eV. For the LUMO energy, the calculation gives 0.1373 hartree. Its charge is -1. The value obtained for the max |F| is 2.81 eV/Å. For the energy above the lowest of the compared OMol25 structures with the same formula, charge and spin, the calculation gives 2.030 eV.

***

CH3O3SSr as an isolated structure. Source: the OMol25 dataset; level of theory: ωB97M-V/def2-TZVPD.

```
9
Properties=species:S:1:pos:R:3:mulliken_spin:R:1
S 0.861 -1.890 2.688 0.63
O -0.214 -0.925 3.298 0.18
O 0.871 -1.298 0.985 0.19
C -0.296 0.701 -1.755 0.00
O 0.387 0.780 -0.545 0.00
Sr -0.129 0.621 1.638 0.00
H -1.278 0.208 -1.625 0.00
H -0.476 1.701 -2.192 0.00
H 0.273 0.102 -2.492 0.00
```

As for the spin multiplicity: 2. The value obtained for the total energy is -694.4713 a.u. The HOMO energy (alpha / beta) is -7.732 / -7.728 eV. For the LUMO energy (alpha / beta), the calculation gives -0.0300 / -0.0480 hartree. The value obtained for the max |F| is 6.26 eV/Å. For the energy above the lowest of the compared OMol25 structures with the same formula, charge and spin, the calculation gives 0.000 eV. The expectation value of S² is 0.755.

***

A 2-piece molecular cluster, CH3O4 overall. Source: the OMol25 dataset; level of theory: ωB97M-V/def2-TZVPD.

```
8
Properties=species:S:1:pos:R:3:nbo_charge:R:1
C 0.045 -1.130 -1.552 0.45
O 0.272 2.355 2.097 -0.08
O 0.510 -0.029 -1.216 -0.44
O -0.310 0.327 2.098 -0.26
O -0.228 1.457 2.690 0.35
H -0.820 -1.652 -1.304 0.21
H 0.581 -1.754 -2.250 0.21
H -0.051 0.426 -0.562 0.56
```

The value obtained for the total energy is -340.2415 a.u. The HOMO energy is -16.121 eV. For the LUMO energy, the calculation gives -0.2697 hartree. Its charge is +1. The value obtained for the max |F| is 2.89 eV/Å. For the energy above the lowest of the compared OMol25 structures with the same formula, charge and spin, the calculation gives 6.378 eV.

***

A 2-piece molecular cluster, CH3O4P2 overall. Source: the OMol25 dataset; level of theory: ωB97M-V/def2-TZVPD.

```
10
Properties=species:S:1:pos:R:3:nbo_charge:R:1
C -0.619 -0.900 -0.673 0.71
O -1.552 -1.062 -1.446 -0.70
O 0.429 -1.472 -0.404 -0.78
O -2.309 1.265 0.634 -1.04
O 3.066 -1.173 0.537 -0.97
P -1.869 1.885 -0.811 0.59
P -0.607 0.875 0.550 0.37
H 3.178 -1.286 1.530 0.45
H 2.179 -1.395 0.341 0.51
H -1.896 3.261 -0.258 -0.13
```

The value obtained for the total energy is -1023.6327 a.u. The HOMO energy is -3.841 eV. For the LUMO energy, the calculation gives 0.1414 hartree. Its charge is -1. The value obtained for the max |F| is 3.51 eV/Å. For the energy above the lowest of the compared OMol25 structures with the same formula, charge and spin, the calculation gives 4.188 eV.

***

A 2-piece molecular cluster, CH3O4S overall. Source: the OMol25 dataset; level of theory: ωB97M-V/def2-TZVPD.

```
9
Properties=species:S:1:pos:R:3:nbo_charge:R:1
C -1.746 -0.317 -0.431 0.30
O 1.173 -0.649 -0.763 -1.05
O 2.674 -0.046 1.085 -1.02
O 1.319 1.657 -0.037 -1.04
O -2.787 -0.460 0.048 -0.55
S 1.495 0.261 0.337 2.29
H -1.179 -1.193 -0.788 0.12
H 0.395 0.037 1.344 -0.17
H -1.342 0.709 -0.793 0.11
```

The value obtained for the total energy is -739.0810 a.u. The HOMO energy is -5.224 eV. For the LUMO energy, the calculation gives 0.1418 hartree. Its charge is -1. The value obtained for the max |F| is 5.50 eV/Å. For the energy above the lowest of the compared OMol25 structures with the same formula, charge and spin, the calculation gives 1.207 eV.